# C20H21Cl2F2N4O3

A 3-piece molecular cluster, C20H21Cl2F2N4O3 overall (ωB97M-V with the def2-TZVPD basis set, the Open Molecules 2025 dataset).

Calculated values
Charge: +1
HOMO, hartree: -0.3825

```
52
Properties=species:S:1:pos:R:3:mulliken_charge:R:1
C -0.67829 3.30828 -0.69010 -1.16
C -0.72889 1.97751 0.24390 0.44
Cl -0.59071 2.25529 2.03424 -0.11
C -0.84178 0.67427 -0.36945 -0.27
Cl -0.90700 0.70045 -2.21658 -0.04
N -0.85569 -0.57322 0.45189 0.67
C 0.03006 -1.62647 -0.23000 -0.73
O 0.79423 -2.40003 0.71197 -0.33
C 1.99329 -1.72230 1.12108 0.45
C 2.13092 -1.29950 2.64505 0.11
C 3.43732 -0.57429 3.17299 -0.58
C 4.62991 -0.21057 2.20376 -0.42
C 4.50807 -0.62394 0.70519 -0.44
C 3.21483 -1.38146 0.20833 -0.38
N -2.12437 -1.05860 0.80311 0.50
C -3.04857 -1.19759 -0.34735 0.26
O -3.18037 -2.33748 -0.87278 -0.36
F -3.85507 -0.16325 -0.89423 -0.18
C -2.72500 -0.35850 1.95530 0.37
O -3.75924 0.32713 1.96026 -0.41
F -2.04881 -0.50963 3.22374 -0.20
H -0.34401 4.23812 -0.09155 0.37
H -1.65443 3.46561 -1.27224 0.34
H 0.14657 3.15833 -1.49584 0.36
H -0.35494 -0.36877 1.35900 0.41
H 0.79233 -1.13517 -0.95544 0.44
H -0.57141 -2.36638 -0.86902 0.20
H 1.32902 -1.50356 3.43601 0.30
H 3.57901 -0.27368 4.27727 0.32
H 5.57767 0.34230 2.53895 0.35
H 5.30016 -0.42357 -0.10533 0.33
H 3.14290 -1.68153 -0.90408 0.36
N -0.11886 4.98815 -4.27090 0.04
C 0.48971 6.07585 -4.83908 -0.51
C 1.30266 5.62619 -5.85089 -0.37
C 1.17622 4.21591 -5.89966 -0.48
C 0.29084 3.84990 -4.91560 -0.29
H -0.76683 5.02028 -3.50058 0.19
H 0.29323 7.07291 -4.47429 0.37
H 1.91925 6.24439 -6.48674 0.39
H 1.67717 3.54287 -6.58020 0.39
H -0.08153 2.88061 -4.61823 0.28
N -1.68711 -3.53227 2.65164 0.27
C -2.44346 -4.45141 1.97155 -0.16
C -2.39378 -5.63600 2.66451 -0.72
C -1.58314 -5.42361 3.80725 -0.47
C -1.16334 -4.11646 3.77506 -0.57
H -1.53993 -2.57701 2.37035 0.15
H -2.94861 -4.18360 1.05525 0.34
H -2.88745 -6.55397 2.38104 0.41
H -1.33482 -6.14736 4.56972 0.41
H -0.53795 -3.55314 4.45174 0.35
```

---

# C20H21Cl5MnN5

C20H21Cl5MnN5 as an isolated structure (ωB97M-V with the def2-TZVPD basis set, the Open Molecules 2025 dataset).

Calculated values
ΔE to the lowest compared entry with this formula, charge and spin, kJ/mol: 4.67
Multiplicity: 6
Charge: +1
HOMO (spin up / spin down), hartree: -0.3978 / -0.4042
<S²>: 8.755

```
52
Properties=species:S:1:pos:R:3:mulliken_spin:R:1
Mn 0.17711 0.20797 0.12024 4.82
N -0.80061 2.11396 -0.97972 0.02
C -0.99361 3.27795 -0.10121 0.00
C -1.67298 2.81061 1.17585 0.01
N -0.88031 1.76171 1.83425 0.04
C 0.12019 2.25659 2.79856 0.00
C 1.53603 2.16954 2.24370 0.01
N 1.81561 0.78610 1.82993 0.05
H -0.17931 2.36272 -1.74235 -0.01
H -1.69558 1.85811 -1.38493 0.01
H -1.59412 4.05938 -0.57254 0.00
H -0.01497 3.69643 0.12510 -0.01
H -2.64786 2.39137 0.91646 0.00
H -1.83906 3.66286 1.84126 0.00
H -1.52233 1.15513 2.32634 0.00
H 0.06407 1.65627 3.71025 0.00
H -0.08885 3.29305 3.07651 0.00
H 2.24063 2.52973 2.99792 0.01
H 1.62709 2.79953 1.36195 -0.02
H 1.90908 0.19734 2.65154 0.01
H 2.70189 0.74290 1.33990 0.00
C -1.42740 -2.33404 3.52652 0.00
C -2.31373 -3.19226 2.89289 0.00
C -2.39459 -3.16193 1.51317 0.01
C -1.59557 -2.27358 0.80058 0.01
N -0.75152 -1.43093 1.41670 0.00
C -0.67400 -1.47878 2.74755 0.02
C -1.63714 -2.19358 -0.67549 0.01
C -2.00093 -3.28297 -1.45641 -0.01
C -1.99866 -3.15911 -2.83476 0.01
C -1.63417 -1.94338 -3.39008 0.00
C -1.27353 -0.91327 -2.54253 0.02
N -1.26580 -1.02352 -1.21494 0.04
H -1.32225 -2.32595 4.60203 0.00
H -2.93297 -3.86747 3.46749 0.00
H -3.08644 -3.80639 0.99061 0.00
H 0.03576 -0.80266 3.20796 -0.01
H -2.25246 -4.22506 -0.99055 0.00
H -2.26777 -3.99607 -3.46426 0.00
H -1.61682 -1.79743 -4.46076 0.00
H -0.96160 0.04389 -2.94449 0.00
Cl 2.17517 3.04389 -1.42417 0.00
C 2.60121 1.40952 -1.85995 -0.07
C 1.94605 0.35104 -1.23747 0.18
C 2.40426 -0.90457 -1.64481 -0.14
Cl 1.78833 -2.29233 -0.77551 0.02
C 3.35511 -1.12522 -2.63319 -0.02
Cl 3.80676 -2.71816 -3.09402 0.00
C 3.94945 -0.02366 -3.24350 0.01
Cl 5.12833 -0.24589 -4.46952 0.00
C 3.58971 1.25809 -2.83567 -0.02
Cl 4.36510 2.62252 -3.54243 0.00
```

---

# C20H21CoO3

C20H21CoO3 as an isolated structure (ωB97M-V with the def2-TZVPD basis set, the Open Molecules 2025 dataset).

Calculated values
Multiplicity: 5
HOMO (spin up / spin down), hartree: -0.2408 / -0.3101
<S²>: 6.047

```
45
Properties=species:S:1:pos:R:3:mulliken_spin:R:1
C -0.68852 0.23991 2.11173 0.22
C 0.20959 1.28501 1.71436 0.02
C -0.40386 1.97987 0.56954 0.05
H 1.04689 1.67134 2.29879 0.00
C -1.57576 1.19397 0.20455 0.14
C -1.74114 0.16865 1.17542 0.16
H -2.55273 -0.55863 1.20454 0.00
H -0.58385 -0.35979 3.01559 0.00
H -0.19039 2.99244 0.23928 0.01
H -2.28900 1.48157 -0.56817 0.02
C 1.38465 -0.75135 -1.33247 0.05
C 1.49537 -1.35022 -0.00141 0.09
C 0.28048 -2.06005 0.23538 0.22
H 2.42054 -1.42726 0.56989 0.00
C -0.63741 -1.74558 -0.78331 0.23
C -0.01521 -0.87609 -1.72386 0.08
H -0.40882 -0.53732 -2.68036 0.01
H 2.20193 -0.48711 -1.99101 0.01
H 0.11780 -2.74916 1.06128 0.00
H -1.64369 -2.14339 -0.88309 0.00
Co 0.54121 0.53222 -0.23737 2.46
O -0.93109 2.00944 -2.64994 0.00
C -0.14686 3.21008 -2.75324 0.01
C -1.58997 3.24796 -3.21771 0.00
H 0.07863 3.69543 -1.80214 0.00
H 0.63991 3.20287 -3.51764 0.00
H -2.29458 3.71216 -2.51865 0.00
H -3.69580 4.51279 -4.42145 0.00
C -3.04705 4.00388 -5.13714 0.00
C -1.93046 3.26753 -4.65183 0.00
C -1.09062 2.62562 -5.58906 0.00
H -0.23758 2.03562 -5.23733 0.00
C -1.33905 2.75530 -6.95597 0.00
H -0.66414 2.27312 -7.66766 0.00
C -2.43392 3.49402 -7.42940 0.00
H -2.61340 3.59193 -8.50301 0.00
C -3.28719 4.11687 -6.50429 0.00
H -4.13499 4.70278 -6.86433 0.00
C 3.41617 3.52435 0.24497 0.02
O 2.22733 2.70854 0.35284 -0.01
C 2.17390 1.63205 -0.45781 0.18
O 3.06598 1.36906 -1.25437 0.02
H 3.49134 3.92794 -0.77236 0.00
H 4.31811 2.95615 0.50553 0.00
H 3.25071 4.32355 0.96382 0.00
```

---

# C20H21F3N4OS

One molecule with the formula C20H21F3N4OS (ωB97M-V with the def2-TZVPD basis set, the Open Molecules 2025 dataset).

Calculated values
SMILES string: FC(F)(F)c1cccc(N2CCN(CCOc3ccc4[nH]c(=S)[nH]c4c3)CC2)c1
HOMO, hartree: -0.2907

```
50
Properties=species:S:1:pos:R:3:mulliken_charge:R:1
F -4.95408 -4.62264 4.04608 -0.24
F -3.73676 -4.72103 5.81658 -0.26
F -4.55828 -2.75950 5.13408 -0.26
S 7.61260 4.71740 -2.81955 -0.42
O 0.60746 2.55771 -2.31029 -0.35
C 6.30451 3.83258 -3.16505 -0.12
C -0.43756 -4.03183 3.26675 -0.84
C 2.56372 1.16123 -2.72597 -0.35
C 3.94814 1.04328 -2.84864 -0.92
C 2.75102 3.56959 -2.69229 -0.91
C -0.58516 -2.94133 2.35927 -0.17
C -1.57352 -4.38277 4.00945 -0.55
C -2.86520 -2.67526 2.95982 0.04
C 1.94796 2.38830 -2.57855 0.52
C 4.73035 2.19209 -3.05232 0.32
C 4.11739 3.44074 -2.95408 0.80
C -1.79582 -2.28851 2.18370 0.28
C -2.80619 -3.72231 3.87435 -0.55
N 6.10026 2.44830 -3.12335 -0.16
N 5.06150 4.42124 -3.12773 -0.24
N -1.86371 -1.18911 1.32509 0.25
N -2.33523 0.75292 -0.85312 0.09
C -4.04314 -3.97186 4.76051 0.96
C -0.03410 1.65148 -1.43065 0.32
C -1.56261 1.67809 -1.73250 -1.18
C -2.85977 -0.09300 1.44189 -0.98
C -1.13858 -1.24551 0.01131 -0.81
C -2.49025 1.13484 0.55072 -0.64
C -2.03893 -0.70217 -1.11640 -1.04
H 0.51417 -4.56287 3.39953 0.38
H 1.99971 0.23020 -2.72584 0.41
H 4.38175 0.05855 -2.83049 0.36
H 2.39378 4.55831 -2.52003 0.39
H 0.30358 -2.57684 1.82393 0.36
H -1.45239 -5.24865 4.67526 0.36
H -3.77218 -2.13476 2.80720 0.40
H 6.78083 1.82118 -2.75006 0.25
H 5.02274 5.37160 -2.71818 0.32
H 0.31979 0.64655 -1.54354 -0.08
H 0.17774 1.93143 -0.39952 0.18
H -1.88197 2.71135 -1.61493 0.33
H -1.74974 1.41099 -2.76176 0.41
H -3.89411 -0.45177 1.24564 0.40
H -2.84357 0.27027 2.46847 0.54
H -0.16946 -0.76595 0.08090 0.46
H -0.91533 -2.27806 -0.24854 0.59
H -1.52602 1.58572 0.92931 0.27
H -3.26501 1.89129 0.70983 0.37
H -1.54650 -0.78822 -2.06775 0.39
H -2.94383 -1.32327 -1.16853 0.33
```